The following is a quantum chemistry calculation of a molecular structure, C8H31CuN2O7 in a non-equilibrium geometry, from the OMol25 dataset.

Calculated values
charge = 0
DFT total energy = -70747.4297 eV
E_LUMO = -2.868 eV

CARTESIAN COORDINATES (ANGSTROEM)
Cu (-36.16, -2.41, 5.42)
O (-38.07, -2.11, 4.36)
H (-38.29, -1.19, 4.60)
C (-41.85, 3.10, 9.99)
C (-40.76, 2.08, 9.64)
C (-39.91, 2.55, 8.46)
O (-38.81, 1.78, 7.93)
C (-39.23, 0.64, 7.24)
N (-39.93, 1.91, 10.85)
H (-41.41, 4.09, 10.06)
H (-42.27, 2.93, 10.98)
H (-42.76, 3.10, 9.38)
H (-41.23, 1.13, 9.35)
H (-39.48, 3.53, 8.69)
H (-40.57, 2.83, 7.64)
H (-39.93, -0.05, 7.71)
H (-38.40, 0.03, 6.88)
H (-39.67, 0.94, 6.29)
H (-39.20, 1.35, 10.43)
H (-39.47, 2.82, 10.85)
C (-37.98, 1.22, 1.48)
C (-36.98, 1.25, 2.65)
C (-37.47, 1.95, 3.94)
O (-38.24, 3.10, 3.66)
C (-38.67, 3.71, 4.86)
N (-36.47, -0.12, 2.89)
H (-38.42, 2.19, 1.28)
H (-38.76, 0.50, 1.72)
H (-37.39, 0.93, 0.61)
H (-36.13, 1.86, 2.35)
H (-36.61, 2.19, 4.57)
H (-38.13, 1.26, 4.46)
H (-37.85, 3.91, 5.56)
H (-39.42, 3.08, 5.35)
H (-39.23, 4.58, 4.53)
H (-35.90, -0.01, 3.72)
H (-37.19, -0.73, 3.24)
O (-40.40, -0.96, 3.50)
H (-39.53, -1.28, 3.77)
H (-40.97, -1.13, 4.24)
O (-39.08, -4.64, 3.80)
H (-39.05, -4.61, 2.84)
H (-38.76, -3.78, 4.08)
O (-40.00, -2.55, 6.17)
H (-39.42, -2.39, 5.41)
H (-39.52, -3.18, 6.70)
O (-37.69, -2.71, 1.68)
H (-37.84, -2.75, 2.63)
H (-37.19, -1.90, 1.55)

Partial charges, Löwdin, in e: 0.723, -0.409, -0.029, -0.067, -0.434, -0.209, -0.179, -0.135, 0.043, 0.077, 0.076, 0.076, 0.131, 0.126, 0.119, 0.086, 0.070, 0.072, 0.059, 0.065, -0.036, -0.400, -0.207, -0.174, -0.096, 0.047, 0.077, 0.074, 0.080, 0.131, 0.125, 0.101, 0.093, 0.069, 0.094, 0.051, -0.004, -0.038, -0.044, 0.036, -0.054, 0.032, -0.043, -0.058, -0.055, 0.038, -0.064, -0.039, 0.003